1.
This record from the OMol25 dataset describes a cluster of 2 separate species, C4H12NO in total in a non-equilibrium geometry. The level of theory is wB97M-V/def2-TZVPD.

```
18
Properties=species:S:1:pos:R:3:lowdin_charge:R:1
C -2.016 -0.978 2.081 -0.09
C -1.317 -0.763 0.749 -0.23
C -0.246 0.318 0.854 -0.12
C 1.949 0.220 -0.282 0.19
N 0.677 0.174 -0.315 0.04
H -2.481 -1.953 2.095 0.08
H -2.657 -0.156 2.401 0.09
H -1.279 -0.952 2.879 0.07
H -2.025 -0.526 -0.039 0.12
H -0.793 -1.685 0.512 0.12
H 0.388 0.164 1.719 0.13
H -0.638 1.333 0.736 0.15
H 2.412 0.479 0.667 0.13
H 2.433 -0.006 -1.218 0.11
H 0.279 0.090 -1.250 0.17
H 2.225 0.827 -4.126 0.05
H 1.272 2.006 -3.992 0.05
O 1.818 1.408 -3.470 -0.06
```

Summary:
Calculated total energy   -7873.05739 eV
HOMO energy   -15.405 eV
Kohn-Sham gap   10.689 eV
Strongest force on any atom   1.3 eV/Å
Charge   +1



2.
This record from the OMol25 dataset describes a cluster of 2 separate species, C4H10N2 in total in a non-equilibrium geometry. The level of theory is wB97M-V/def2-TZVPD.

```
16
Properties=species:S:1:pos:R:3:lowdin_charge:R:1
C -2.806 -2.762 1.573 -0.01
C -0.561 -2.092 1.292 0.19
N -1.426 -3.019 1.129 0.19
H -3.278 -3.641 2.019 0.11
H -3.421 -2.575 0.674 0.13
H -2.947 -1.908 2.231 0.12
H 0.337 -1.991 0.709 0.13
H -0.663 -1.551 2.224 0.14
C 2.433 1.569 -1.404 -0.14
C 1.112 3.462 -1.551 -0.11
N 1.215 2.271 -1.951 -0.10
H 2.829 1.988 -0.480 0.06
H 3.036 1.493 -2.337 0.09
H 1.914 0.595 -1.241 0.05
H 0.457 4.175 -2.063 0.07
H 1.771 3.986 -0.825 0.08
```

Summary:
Calculated total energy   -7278.12431 eV
Expectation value of S²   0.756
HOMO energy (spin up / spin down)   -12.157 / -12.157 eV
Kohn-Sham gap (spin up / spin down)   5.919 / 2.870 eV
Strongest force on any atom   3.7 eV/Å
Charge   +1
Spin multiplicity   2



3.
This record from the OMol25 dataset describes a cluster of 2 separate species, C2H5F2NO in total in a non-equilibrium geometry. The level of theory is wB97M-V/def2-TZVPD.

```
11
Properties=species:S:1:pos:R:3:lowdin_charge:R:1
C 1.073 -0.058 0.783 0.04
C -1.745 0.038 -0.261 -0.51
N -0.595 -0.748 -0.705 0.03
O 1.678 0.969 0.153 -0.01
F -1.460 1.416 -0.268 -0.04
F -2.010 -0.222 1.049 0.01
H 0.452 0.059 1.542 0.03
H 1.196 -1.103 0.413 0.10
H -2.686 -0.131 -0.838 0.14
H -0.418 -0.370 -1.611 0.02
H 1.075 1.805 0.309 0.18
```

Summary:
Calculated total energy   -11124.22252 eV
HOMO energy (spin up / spin down)   -8.695 / -8.693 eV
Kohn-Sham gap (spin up / spin down)   8.371 / 8.367 eV
Strongest force on any atom   7.3 eV/Å
Charge   0



Relative energy (zero: lowest compared OMol25 entry of this formula, charge and spin) for the records above, in order: 1.234, 4.969, 3.063 eV